1.
C51H44N11O2SSiTi as an isolated structure at a distorted geometry. Source: OMol25; level of theory: ωB97M-V with the def2-TZVPD basis set.

As for the lowest unoccupied orbital energy (alpha / beta): 0.046 / 0.024 hartree. As for the spin multiplicity: 3. As for the charge: -1.

The geometry in XYZ format:
```
111
Properties=species:S:1:pos:R:3:forces:R:3:mulliken_spin:R:1
Ti 0.444 -1.396 0.156 0.74 -1.08 -0.16 0.22
C 3.721 1.434 0.992 0.00 -0.11 0.07 0.06
C 3.014 0.342 0.557 0.00 0.03 0.08 0.06
N 1.680 0.287 0.691 -0.04 -0.01 0.09 0.07
C 1.073 1.338 1.250 -0.07 0.11 0.13 0.06
C 1.821 2.458 1.653 0.03 -0.01 -0.12 -0.01
N 3.126 2.510 1.540 -0.03 -0.02 0.13 0.03
C -0.324 1.124 1.535 -0.10 -0.16 0.13 0.16
C -1.152 2.039 2.154 0.08 0.11 -0.15 -0.05
C -2.443 1.688 2.513 -0.08 -0.08 0.05 0.06
C -2.828 0.358 2.298 -0.15 0.06 -0.10 -0.03
C -1.988 -0.523 1.674 0.22 -0.04 0.13 0.16
N -0.731 -0.155 1.249 -0.37 0.42 0.06 0.06
C -2.257 -1.957 1.575 -0.08 0.10 0.05 0.00
C -3.469 -2.577 1.896 0.06 -0.02 -0.02 0.02
N -3.620 -3.887 1.856 -0.06 0.03 0.02 0.00
C -2.558 -4.606 1.483 0.11 -0.05 -0.03 0.05
C -1.356 -4.015 1.146 -0.10 0.01 0.01 0.00
N -1.215 -2.695 1.191 0.14 0.17 -0.15 0.01
C -3.374 2.660 3.108 0.00 0.00 -0.02 0.02
C -2.942 3.677 3.956 -0.01 0.00 0.02 0.03
C -3.869 4.560 4.483 0.05 0.00 0.01 -0.01
N -5.176 4.506 4.232 0.00 0.00 -0.01 0.03
C -5.583 3.539 3.412 0.00 -0.02 -0.01 -0.01
C -4.738 2.605 2.834 -0.02 0.02 -0.02 0.03
H 4.799 1.454 0.899 0.00 0.02 0.01 0.00
H 3.498 -0.508 0.099 0.01 -0.01 0.03 0.00
H 1.321 3.316 2.086 0.03 0.01 0.01 0.00
H -0.801 3.050 2.310 0.01 0.00 0.01 -0.01
H -3.792 0.017 2.651 0.00 0.01 -0.01 0.00
H -4.332 -1.989 2.183 -0.01 -0.02 0.01 0.00
H -2.670 -5.682 1.445 -0.03 0.01 0.02 0.00
H -0.497 -4.592 0.831 0.02 0.00 0.01 0.00
H -1.898 3.771 4.227 -0.01 -0.01 -0.01 0.00
H -3.540 5.350 5.149 -0.03 0.00 0.00 0.00
H -6.645 3.509 3.193 0.00 0.02 0.02 0.00
H -5.136 1.874 2.142 0.03 0.00 0.00 0.01
C 2.137 5.248 -1.158 0.03 -0.01 0.01 0.11
C 0.901 4.642 -1.363 -0.03 -0.02 0.01 -0.07
C 0.820 3.285 -1.618 -0.01 0.01 0.05 0.12
C 1.987 2.506 -1.703 -0.05 -0.11 -0.17 -0.14
C 3.230 3.126 -1.486 0.01 0.12 -0.11 0.14
C 3.295 4.482 -1.210 -0.01 -0.01 -0.03 -0.06
N 1.797 1.150 -1.879 0.00 0.12 -0.30 0.46
C 2.706 0.348 -2.450 0.08 0.21 0.11 -0.02
C 3.772 0.776 -3.297 -0.05 0.05 -0.03 0.17
C 4.655 -0.114 -3.846 -0.04 -0.07 0.03 -0.08
C 4.528 -1.487 -3.562 0.00 0.06 0.01 0.18
C 3.491 -1.946 -2.782 -0.02 0.00 -0.10 -0.12
C 2.556 -1.055 -2.231 0.06 -0.15 0.19 0.20
N 1.519 -1.513 -1.447 -0.17 -0.11 -0.05 0.04
N 1.116 -2.825 -1.791 0.04 0.04 0.46 -0.03
C -0.210 -2.950 -1.830 -0.20 0.08 -0.08 0.01
C -0.831 -4.105 -2.403 0.10 -0.02 0.08 0.00
C -2.186 -4.129 -2.514 -0.09 0.05 0.00 0.00
C -2.970 -3.030 -2.075 0.07 -0.05 -0.01 0.00
C -2.327 -1.980 -1.485 0.03 0.00 0.01 0.00
N -0.990 -1.964 -1.311 0.10 0.40 -0.10 0.02
H 2.196 6.309 -0.946 0.01 -0.01 0.00 0.01
H -0.009 5.226 -1.306 -0.01 0.00 -0.01 0.00
H -0.137 2.780 -1.727 0.02 0.03 0.03 0.03
H 4.135 2.533 -1.485 -0.04 0.04 -0.01 0.00
H 4.258 4.940 -1.020 -0.01 0.01 0.00 0.00
H 3.838 1.828 -3.538 0.01 -0.03 -0.03 0.00
H 5.438 0.238 -4.505 0.01 -0.02 0.01 0.00
H 5.244 -2.193 -3.964 0.00 0.01 -0.01 0.01
H 3.375 -2.999 -2.573 -0.02 -0.01 0.02 -0.01
H -0.199 -4.904 -2.765 -0.01 0.00 0.01 0.00
H -2.669 -4.984 -2.972 -0.01 0.00 0.01 0.00
H -4.042 -3.008 -2.204 0.00 -0.02 -0.02 0.00
H -2.847 -1.093 -1.134 -0.01 -0.03 0.01 0.00
C 2.358 -0.583 3.877 -0.01 0.03 0.05 0.00
Si 1.560 -2.181 3.279 -0.05 -0.06 -0.23 0.00
C -0.153 -2.143 4.046 -0.02 -0.02 0.05 0.01
C 2.431 -3.628 4.104 0.03 -0.03 0.03 0.00
N 1.584 -2.419 1.549 -0.01 -0.11 -0.15 0.00
C 2.721 -3.123 1.084 0.01 0.10 -0.06 0.02
C 4.028 -2.715 1.387 0.04 0.02 -0.04 -0.01
C 5.137 -3.410 0.926 -0.01 -0.03 -0.01 0.00
C 4.979 -4.542 0.139 0.00 0.02 0.01 0.00
C 3.693 -4.970 -0.162 0.00 0.01 0.01 0.00
C 2.587 -4.280 0.308 0.01 -0.08 0.02 0.00
H 2.530 -0.661 4.955 0.00 0.03 -0.01 0.00
H 1.698 0.275 3.717 0.00 -0.01 -0.01 0.00
H 3.315 -0.359 3.401 0.01 -0.01 0.01 0.00
H 0.004 -2.094 5.129 -0.02 0.00 -0.01 0.00
H -0.732 -3.045 3.838 0.00 0.00 0.02 0.00
H -0.746 -1.271 3.771 0.02 0.00 -0.02 -0.01
H 2.175 -3.647 5.167 0.01 -0.01 -0.01 0.00
H 3.518 -3.592 4.018 -0.01 0.02 -0.02 0.00
H 2.101 -4.569 3.656 -0.01 0.00 0.02 0.00
H 4.177 -1.835 2.002 -0.02 0.01 -0.01 -0.01
H 6.129 -3.060 1.183 0.00 0.00 0.00 0.00
H 5.841 -5.082 -0.230 0.00 0.00 0.00 0.00
H 3.543 -5.854 -0.771 0.00 0.00 0.01 0.00
H 1.597 -4.634 0.061 -0.02 0.02 0.00 0.00
O -4.306 4.566 -6.954 0.00 -0.01 0.02 0.00
C -5.084 4.119 -5.925 0.01 0.02 0.00 0.00
O -6.276 4.283 -5.998 -0.01 -0.01 -0.01 0.00
C -4.387 3.474 -4.794 0.01 0.01 0.02 0.00
C -5.127 3.167 -3.648 0.01 -0.01 -0.02 0.00
C -4.536 2.575 -2.554 -0.02 -0.02 0.07 0.00
C -3.165 2.238 -2.531 0.05 0.07 -0.10 0.00
S -2.400 1.508 -1.170 -0.13 0.05 0.16 0.02
C -2.436 2.543 -3.702 0.01 -0.05 0.00 0.00
C -3.028 3.142 -4.793 0.01 -0.03 0.00 0.00
H -3.380 4.429 -6.725 -0.01 0.01 -0.02 0.00
H -6.182 3.412 -3.639 0.00 0.01 -0.01 0.00
H -5.126 2.354 -1.673 0.00 0.01 -0.01 0.00
H -1.386 2.277 -3.736 -0.02 0.00 0.00 0.00
H -2.396 3.313 -5.661 -0.01 0.01 0.00 0.00
```
Forces are in eV/Å.

=====

2.
A 2-piece molecular cluster, C51H44NO overall at a distorted geometry. Source: OMol25; level of theory: ωB97M-V with the def2-TZVPD basis set.

As for the lowest unoccupied orbital energy: -0.143 hartree. As for the charge: +1.

The geometry in XYZ format:
```
97
Properties=species:S:1:pos:R:3:forces:R:3:mulliken_charge:R:1
C 2.656 1.636 4.976 -0.10 -0.12 0.00 -0.76
C 2.975 1.383 3.638 -0.58 0.00 -0.06 -0.95
C 1.985 0.919 2.763 0.17 0.11 0.46 -0.63
C 0.683 0.667 3.224 0.21 0.42 -0.21 -0.39
C -0.347 0.021 2.288 -0.12 0.69 -0.59 3.41
C -1.278 1.047 1.633 0.36 0.11 -0.15 -0.05
C -1.141 2.417 1.856 -0.39 0.01 -0.18 -0.19
C -2.134 3.291 1.388 0.25 -0.19 0.01 -0.95
C -3.224 2.803 0.670 -0.13 -0.08 -0.02 -0.73
C -3.327 1.438 0.382 0.54 -0.10 0.24 -1.30
C -2.341 0.568 0.858 -0.44 0.37 -0.15 -0.20
C 0.391 -0.837 1.242 1.01 0.35 0.22 -0.33
C 0.182 -0.763 -0.133 -0.13 -0.14 -0.13 -0.07
C 0.826 -1.661 -0.997 0.25 0.16 0.29 -1.32
C 1.749 -2.570 -0.492 -0.22 -0.13 -0.41 -0.61
C 2.021 -2.615 0.869 0.25 0.76 0.64 -0.42
C 1.409 -1.694 1.725 -0.48 -0.53 -0.53 0.27
C -1.264 -0.880 3.153 0.31 0.08 0.72 0.00
C -2.385 -0.172 3.966 0.47 -0.05 0.36 -1.77
C -3.715 -0.789 3.562 -0.69 -0.05 -0.26 -1.61
C -3.403 -2.001 2.674 -0.78 0.17 -0.18 -0.10
N -1.978 -1.888 2.347 1.66 -2.78 0.67 0.60
C -1.277 -2.981 1.978 -1.27 2.17 0.50 -1.08
C -1.851 -4.188 1.568 -0.08 -0.62 0.04 -0.74
C -1.294 -4.755 0.290 0.63 -0.45 0.20 -0.02
C -1.990 -4.806 -0.930 -0.15 0.40 0.69 -0.23
C -1.353 -5.296 -2.063 -0.09 -0.11 -0.53 -0.95
C -0.055 -5.812 -1.997 0.34 -0.26 -0.03 -0.67
C 0.642 -5.778 -0.783 -0.31 0.13 -0.33 -1.26
C 0.027 -5.195 0.320 0.20 -0.01 -0.18 0.73
C 0.351 1.040 4.530 0.47 -0.11 0.32 0.30
C 1.343 1.472 5.421 -0.10 0.05 -0.45 -1.00
H 3.425 1.968 5.668 -0.10 -0.04 -0.11 0.42
H 3.981 1.538 3.257 -0.15 0.03 0.16 0.46
H 2.250 0.724 1.722 -0.10 0.05 0.40 0.50
H -0.274 2.803 2.399 -0.43 -0.14 -0.15 0.50
H -2.030 4.356 1.598 -0.13 -0.26 -0.14 0.45
H -4.004 3.479 0.325 0.20 -0.07 0.07 0.41
H -4.148 1.028 -0.205 0.15 0.28 0.12 0.43
H -2.395 -0.496 0.616 -0.09 0.49 0.05 0.62
H -0.464 0.006 -0.567 0.14 -0.45 0.26 0.58
H 0.619 -1.619 -2.065 0.11 0.01 0.21 0.45
H 2.263 -3.255 -1.160 -0.14 0.07 0.04 0.46
H 2.744 -3.327 1.273 -0.16 0.26 -0.17 0.48
H 1.621 -1.709 2.797 0.02 -0.02 -0.46 0.50
H -0.603 -1.421 3.860 -0.43 0.39 -0.52 -0.07
H -2.195 -0.375 5.030 -0.10 0.12 -0.31 0.48
H -2.381 0.917 3.832 -0.04 -0.39 -0.10 0.87
H -4.281 -1.114 4.444 0.13 0.07 -0.24 0.60
H -4.349 -0.077 3.020 0.26 -0.13 0.12 0.36
H -3.591 -2.930 3.230 0.17 0.31 -0.32 -0.17
H -4.011 -2.022 1.756 0.25 0.06 0.23 0.61
H -0.191 -2.953 2.076 -0.56 0.22 -0.34 0.08
H -2.938 -4.315 1.684 0.67 0.33 -0.16 1.79
H -2.997 -4.376 -0.976 0.29 -0.35 -0.12 0.47
H -1.880 -5.282 -3.031 0.28 -0.04 0.61 0.43
H 0.432 -6.233 -2.895 -0.43 0.31 0.60 0.42
H 1.659 -6.176 -0.695 -0.39 0.24 -0.13 0.48
H 0.607 -5.012 1.216 -0.24 -0.24 -0.41 -0.29
H -0.675 1.002 4.890 0.47 -0.11 -0.07 0.37
H 1.056 1.685 6.451 0.21 0.06 -0.26 0.46
C -2.743 -10.940 0.984 -0.14 0.36 0.02 -0.83
O -3.459 -9.702 1.140 0.41 0.16 0.47 -0.44
C -2.862 -8.683 1.817 0.58 0.07 -0.34 0.62
C -3.664 -7.540 2.047 0.25 -0.76 0.09 -1.22
C -3.111 -6.445 2.668 0.01 -0.25 -0.36 -0.41
C -1.732 -6.392 2.975 -0.30 -1.03 0.26 0.72
C -1.130 -5.107 3.327 -0.63 -0.51 -0.97 1.10
C 0.350 -4.931 3.511 1.00 1.11 0.30 -0.46
C 0.536 -3.808 4.373 0.66 -0.77 0.32 0.64
C 1.800 -3.346 4.752 -0.39 -0.32 -0.45 -0.17
C 2.932 -3.986 4.235 -0.40 -0.04 0.04 -0.97
C 2.786 -5.103 3.407 -0.47 0.14 0.04 -1.68
C 1.511 -5.576 3.034 0.09 -0.02 0.26 0.77
C -0.754 -3.441 4.970 -0.68 -0.69 -0.07 -0.21
C -1.742 -4.306 4.414 0.07 1.14 1.27 -0.12
C -2.996 -4.361 5.028 0.42 0.38 0.40 0.31
C -3.274 -3.480 6.094 0.01 -0.07 -0.10 -1.27
C -2.315 -2.586 6.579 0.00 -0.29 -0.32 -0.83
C -1.025 -2.595 6.036 0.05 0.12 0.02 0.19
C -0.976 -7.566 2.854 -0.20 0.51 -0.29 -0.52
C -1.506 -8.684 2.224 -0.91 -0.52 -0.11 -0.97
H -3.466 -11.599 0.503 0.24 -0.02 0.06 0.26
H -1.863 -10.803 0.341 -0.21 -0.05 0.13 0.33
H -2.439 -11.354 1.957 -0.11 0.15 -0.25 0.35
H -4.702 -7.556 1.707 0.32 -0.01 0.24 0.48
H -3.762 -5.586 2.837 0.31 -0.30 -0.14 0.10
H 1.865 -2.505 5.439 0.19 -0.14 -0.13 0.49
H 3.922 -3.630 4.502 -0.09 -0.08 -0.03 0.45
H 3.679 -5.612 3.040 -0.33 0.09 0.08 0.42
H 1.480 -6.455 2.381 -0.12 0.46 0.31 0.49
H -3.736 -5.099 4.755 -0.03 0.09 -0.04 0.65
H -4.260 -3.510 6.570 0.37 -0.04 -0.20 0.44
H -2.562 -1.910 7.395 0.06 -0.19 -0.13 0.39
H -0.236 -1.954 6.448 -0.36 -0.26 -0.13 0.40
H 0.041 -7.599 3.246 -0.32 0.01 -0.31 0.86
H -0.871 -9.553 2.032 -0.30 0.29 0.23 0.43
```
Forces are in eV/Å.

=====

| no. | molecular weight (g/mol) |
| --- | --- |
| 1 | 951.0 |
| 2 | 686.9 |